[1]
{"formula": "C16H14BCl4NO", "method": "ωB97M-V/def2-TZVPD", "charge": 0, "relative_energy_kj_mol": 0.0, "e_homo_ev": -8.00, "energy_ha": -2613.8464, "symbols": ["Cl", "B", "Cl", "Cl", "O", "C", "C", "C", "C", "C", "Cl", "C", "C", "H", "H", "H", "H", "H", "C", "N", "C", "C", "C", "C", "C", "C", "C", "C", "H", "H", "H", "H", "H", "H", "H", "H", "H"], "xyz": [[3.229, 0.027, 3.222], [1.856, 1.000, 2.489], [0.196, 0.217, 2.902], [1.835, 2.792, 3.015], [2.050, 0.945, 0.989], [1.238, 1.416, 0.117], [1.734, 1.728, -1.208], [0.950, 2.525, -2.072], [1.309, 2.678, -3.407], [2.488, 2.080, -3.881], [2.916, 2.223, -5.530], [3.340, 1.392, -2.998], [2.987, 1.242, -1.663], [0.278, 1.835, 0.443], [0.047, 2.992, -1.678], [0.691, 3.247, -4.098], [4.273, 0.978, -3.371], [3.643, 0.722, -0.965], [-0.619, -3.635, 2.007], [-0.788, -2.504, 1.109], [0.144, -2.029, 0.222], [-0.338, -0.852, -0.358], [-1.677, -0.662, 0.123], [-1.912, -1.691, 1.085], [-3.083, -1.806, 1.815], [-4.092, -0.863, 1.558], [-3.910, 0.118, 0.572], [-2.718, 0.223, -0.160], [-1.528, -3.739, 2.607], [-0.461, -4.562, 1.440], [0.236, -3.478, 2.680], [1.085, -2.545, 0.062], [0.115, -0.280, -1.156], [-3.200, -2.609, 2.543], [-5.026, -0.914, 2.117], [-4.721, 0.820, 0.376], [-2.568, 0.966, -0.947]], "forces_ev_per_angstrom": [[-0.1, 0.3, -0.2], [-0.8, -0.2, 1.0], [0.4, 0.3, -0.2], [0.1, -0.5, -0.4], [-0.9, 0.6, -1.9], [1.8, 0.8, 1.6], [0.2, -0.1, -0.6], [0.1, -0.6, 0.1], [0.3, 0.0, 0.0], [-0.3, 0.0, 1.2], [0.0, 0.0, -0.2], [-0.1, 0.2, 0.1], [-0.6, 0.0, -0.1], [0.0, -0.4, 0.0], [0.1, -0.2, -0.2], [0.1, -0.1, 0.2], [-0.2, 0.1, 0.1], [-0.2, 0.0, -0.2], [0.2, -0.1, 0.0], [0.0, 0.0, -0.1], [-0.7, 1.2, -0.1], [0.0, -1.1, -0.2], [-0.1, -0.6, 0.7], [0.7, 0.2, -0.5], [-0.7, 0.5, -0.1], [0.6, -0.6, 0.1], [0.3, 0.3, -0.4], [-0.3, 0.1, 0.3], [0.3, 0.0, -0.1], [-0.1, 0.2, 0.1], [-0.3, 0.0, -0.2], [-0.2, 0.1, 0.2], [0.0, -0.4, -0.1], [-0.2, 0.3, -0.1], [0.2, 0.0, -0.2], [0.2, -0.2, 0.0], [-0.3, -0.1, 0.3]], "mulliken_charge": [-0.30, 0.61, -0.24, -0.30, -0.45, -0.38, 0.52, -0.25, -0.65, 0.43, -0.18, -0.61, -0.43, 0.43, 0.41, 0.41, 0.40, 0.49, -0.95, 0.24, -1.04, -1.27, 1.54, 0.44, -0.94, -0.72, -0.54, -0.51, 0.27, 0.34, 0.32, 0.40, 1.12, 0.24, 0.37, 0.36, 0.40]}

***

[2]
{"formula": "C16H14BO16", "method": "ωB97M-V/def2-TZVPD", "charge": -1, "e_homo_ev": -7.11, "energy_ha": -1846.9407, "symbols": ["O", "C", "O", "C", "O", "C", "O", "C", "C", "O", "O", "O", "C", "O", "C", "C", "C", "C", "C", "C", "H", "H", "H", "H", "H", "H", "H", "H", "H", "H", "H", "H", "H", "H", "B", "O", "C", "O", "C", "O", "O", "O", "C", "O", "C", "O", "O"], "xyz": [[-0.569, 0.275, 0.061], [-0.637, -0.312, -0.974], [0.392, -0.544, -1.823], [1.681, -0.336, -1.188], [2.593, -1.196, -1.876], [3.820, -0.539, -2.203], [4.396, 0.236, -1.158], [4.507, 1.617, -1.491], [6.010, 1.971, -1.849], [6.054, 3.307, -2.415], [-1.894, -0.819, -1.421], [-2.670, 0.248, -1.862], [-3.759, 0.325, -0.964], [-3.610, 0.057, 0.192], [-5.176, 0.801, -1.383], [-6.068, 0.038, -2.243], [-7.414, 0.555, -2.549], [-7.835, 1.829, -1.965], [-6.931, 2.609, -1.112], [-5.599, 2.096, -0.817], [1.918, 0.752, -1.296], [1.696, -0.672, -0.115], [3.671, 0.018, -3.169], [4.559, -1.362, -2.431], [3.888, 1.947, -2.366], [4.209, 2.285, -0.628], [6.444, 1.270, -2.605], [6.640, 1.977, -0.923], [5.556, 3.867, -1.793], [-5.772, -0.945, -2.667], [-8.123, -0.015, -3.187], [-8.852, 2.267, -2.128], [-7.238, 3.577, -0.660], [-4.893, 2.666, -0.162], [1.460, -2.296, 4.091], [2.384, -2.184, 2.942], [2.628, -0.892, 2.750], [3.347, -0.453, 1.889], [1.878, -0.093, 3.761], [1.883, 1.105, 3.863], [1.192, -0.917, 4.548], [0.210, -2.976, 3.699], [0.088, -4.060, 4.461], [-0.824, -4.841, 4.398], [1.252, -4.141, 5.389], [1.448, -4.999, 6.208], [2.058, -3.105, 5.172]], "forces_ev_per_angstrom": [[0.2, -0.2, -0.4], [0.0, 0.8, 0.3], [-1.2, -0.6, 1.0], [0.8, -0.5, 0.3], [0.2, 1.5, 0.5], [0.8, -1.2, -0.8], [-1.1, 0.5, -1.2], [1.2, 1.1, 0.0], [-0.4, 0.4, 0.3], [-0.4, -0.5, 0.5], [2.4, -1.0, -0.5], [-2.2, 0.7, -0.3], [-0.9, 0.1, 1.5], [0.0, -0.1, -0.6], [-0.9, 1.3, -1.2], [-1.0, 1.8, 0.5], [1.4, 1.4, 1.8], [1.7, -0.3, 0.5], [1.0, -2.2, -0.7], [-1.3, -1.2, -1.2], [0.0, -0.9, 0.2], [-0.4, 0.7, -1.1], [0.1, 0.1, 1.0], [-1.0, 0.6, 0.3], [0.3, -0.6, 0.6], [0.2, -1.0, -0.6], [-0.5, 0.6, 0.6], [-0.5, -0.4, -0.7], [0.4, -0.2, -0.4], [-0.1, 0.9, 0.4], [0.7, 0.4, 0.6], [1.0, -0.7, -0.1], [0.1, -0.9, -0.5], [-0.8, -0.7, -0.7], [-0.1, 0.0, 0.1], [-0.2, 0.6, 0.3], [1.1, -1.0, -1.4], [-0.2, 0.1, 0.2], [-1.1, 1.2, 1.4], [0.2, -0.2, -0.2], [0.5, -0.1, -0.6], [0.5, -0.2, 0.5], [-1.7, 0.0, -1.3], [0.3, 0.0, 0.2], [1.6, -0.2, 1.4], [-0.2, 0.1, -0.2], [-0.6, -0.2, -0.3]], "mulliken_charge": [-0.46, 0.69, -0.35, 0.39, -0.38, -0.35, -0.27, -0.46, -0.37, -0.54, -0.19, -0.23, 0.29, -0.38, 0.48, -0.23, -0.48, -0.33, -0.45, -0.36, 0.12, 0.00, 0.41, 0.18, 0.39, 0.36, 0.27, 0.24, 0.31, 0.35, 0.34, 0.31, 0.33, 0.35, 1.20, -0.58, 0.72, -0.63, 0.51, -0.63, -0.53, -0.45, 0.59, -0.62, 0.56, -0.61, -0.52]}

***

[3]
{"formula": "C16H14Br2N2O3S", "method": "ωB97M-V/def2-TZVPD", "charge": 0, "e_homo_ev": -8.57, "smiles": "O=C(COc1ccc(Br)cc1Br)NC(=S)Nc1cccc(CO)c1", "energy_ha": -6499.5824, "symbols": ["O", "C", "N", "C", "N", "C", "C", "C", "C", "C", "C", "H", "C", "O", "H", "H", "H", "H", "H", "H", "H", "S", "H", "C", "O", "C", "C", "C", "C", "C", "C", "Br", "H", "Br", "H", "H", "H", "H"], "xyz": [[0.215, -1.230, -2.025], [1.101, -1.611, -1.283], [1.031, -1.624, 0.069], [0.012, -1.152, 0.909], [-1.087, -0.723, 0.281], [-2.287, -0.196, 0.761], [-2.603, -0.047, 2.108], [-3.830, 0.483, 2.463], [-4.746, 0.866, 1.501], [-4.438, 0.725, 0.153], [-3.211, 0.196, -0.209], [-2.964, 0.081, -1.256], [-5.432, 1.132, -0.908], [-6.342, 2.118, -0.489], [-5.849, 2.895, -0.205], [-4.895, 1.456, -1.812], [-6.049, 0.267, -1.177], [-5.706, 1.270, 1.784], [-4.072, 0.594, 3.509], [-1.902, -0.342, 2.869], [-1.035, -0.778, -0.741], [0.357, -1.193, 2.517], [1.833, -1.982, 0.581], [2.432, -2.139, -1.821], [3.500, -1.981, -0.922], [3.948, -0.725, -0.647], [3.418, 0.455, -1.153], [3.960, 1.677, -0.792], [5.032, 1.725, 0.080], [5.576, 0.563, 0.606], [5.029, -0.648, 0.238], [5.725, -2.268, 0.932], [6.409, 0.600, 1.291], [5.774, 3.402, 0.571], [3.543, 2.589, -1.191], [2.578, 0.437, -1.830], [2.337, -3.219, -1.971], [2.634, -1.672, -2.792]], "forces_ev_per_angstrom": [[-0.1, 0.0, -0.2], [0.3, 0.0, -0.1], [0.0, -0.2, 0.0], [0.0, 0.1, 0.3], [0.5, -0.3, -0.8], [-0.5, 0.2, 0.4], [0.1, -0.1, 0.1], [-0.1, 0.0, -0.2], [-0.1, 0.0, 0.0], [0.0, 0.1, 0.0], [0.0, 0.0, 0.1], [0.1, 0.0, -0.2], [0.1, -0.3, -0.3], [-0.2, 0.3, 0.2], [0.0, 0.0, 0.0], [-0.1, -0.1, 0.1], [0.1, 0.1, 0.0], [-0.1, 0.0, 0.0], [0.0, 0.0, 0.1], [0.0, 0.0, 0.0], [0.1, 0.0, 0.3], [0.1, 0.0, 0.4], [-0.2, 0.2, -0.1], [-0.1, 0.0, -0.4], [0.0, -0.1, 0.1], [0.3, 0.2, 0.2], [0.0, -0.3, 0.0], [0.2, 0.1, 0.2], [0.0, 0.1, 0.0], [-0.1, 0.0, -0.1], [-0.1, -0.3, -0.1], [0.1, 0.2, 0.0], [0.0, 0.0, 0.0], [-0.1, -0.2, 0.0], [0.0, 0.1, 0.0], [-0.1, 0.0, -0.1], [0.0, 0.2, 0.0], [-0.1, 0.0, 0.2]], "mulliken_charge": [-0.72, 0.60, -0.11, 0.33, -0.05, 1.02, -0.68, -0.84, -0.52, 0.21, -0.56, 0.38, -0.52, -0.53, 0.32, 0.33, 0.27, 0.50, 0.39, 0.22, 0.24, -0.46, 0.28, -0.62, -0.49, 0.89, -0.33, -0.74, -0.02, -0.37, -0.09, -0.14, 0.43, -0.19, 0.43, 0.39, 0.38, 0.40]}

***

[4]
{"formula": "C16H14Cl3NO2OsS2", "method": "ωB97M-V/def2-TZVPD", "charge": 0, "relative_energy_kj_mol": 0.0, "e_homo_ev": -8.27, "energy_ha": -3090.9221, "symbols": ["Os", "Cl", "C", "C", "C", "Cl", "C", "O", "C", "Cl", "C", "H", "H", "C", "O", "C", "S", "S", "H", "H", "H", "C", "C", "C", "C", "C", "C", "C", "C", "N", "H", "H", "H", "H", "H", "H", "H", "H", "H"], "xyz": [[0.917, 0.564, 0.545], [1.413, -6.728, -0.274], [1.464, -4.995, -0.334], [1.549, -4.278, 0.846], [1.584, -2.897, 0.785], [1.688, -1.977, 2.251], [1.539, -2.208, -0.435], [1.617, -0.881, -0.529], [1.455, -2.974, -1.600], [1.394, -2.165, -3.126], [1.417, -4.357, -1.561], [1.586, -4.783, 1.800], [1.351, -4.924, -2.478], [4.293, 1.532, -0.682], [3.266, 1.437, 0.319], [3.178, 2.358, 1.301], [4.293, 3.492, 1.633], [1.774, 1.967, 2.264], [4.095, 0.712, -1.365], [5.267, 1.433, -0.210], [4.227, 2.493, -1.189], [-1.567, 3.659, 1.165], [-2.487, 2.627, 0.583], [-3.838, 2.869, 0.387], [-4.665, 1.888, -0.145], [-4.157, 0.646, -0.498], [-2.810, 0.358, -0.330], [-2.225, -0.970, -0.714], [-2.006, 1.364, 0.217], [-0.659, 1.089, 0.408], [-2.113, 4.573, 1.389], [-0.754, 3.896, 0.477], [-1.104, 3.296, 2.084], [-4.245, 3.835, 0.658], [-5.717, 2.096, -0.287], [-4.809, -0.110, -0.917], [-2.973, -1.590, -1.205], [-1.852, -1.503, 0.163], [-1.382, -0.845, -1.397]], "forces_ev_per_angstrom": [[0.0, 1.0, 0.5], [0.0, 0.0, 0.0], [0.0, 0.0, 0.0], [0.0, 0.0, 0.0], [0.0, 0.1, -0.1], [0.1, -0.1, -0.1], [-0.1, 0.0, 0.2], [0.3, 0.2, -0.1], [0.0, -0.1, 0.1], [0.0, 0.0, 0.0], [0.0, 0.0, 0.0], [0.0, 0.0, 0.0], [0.0, 0.0, 0.0], [0.0, 0.0, 0.0], [-0.3, -0.2, -0.3], [0.3, 0.0, 0.6], [-0.2, 0.0, -0.2], [-0.3, -0.5, -0.8], [0.0, 0.0, 0.0], [0.0, 0.0, 0.0], [0.0, 0.0, 0.0], [0.0, 0.0, 0.0], [-0.1, 0.0, 0.0], [0.0, 0.0, 0.0], [0.0, 0.0, 0.0], [0.0, 0.0, 0.0], [0.0, 0.0, 0.0], [0.0, 0.0, 0.0], [0.2, 0.2, 0.0], [0.0, -0.4, 0.0], [0.0, 0.0, 0.0], [0.0, 0.0, 0.0], [0.0, 0.0, 0.0], [0.0, 0.0, 0.0], [0.0, 0.0, 0.0], [0.0, 0.0, 0.0], [0.0, 0.0, 0.0], [0.0, 0.0, 0.0], [0.0, 0.0, 0.0]], "mulliken_charge": [0.89, -0.22, 0.49, -0.89, 0.72, -0.21, -0.34, -0.73, 0.70, -0.19, -0.77, 0.45, 0.44, -0.82, -0.53, 0.45, -0.26, -0.40, 0.21, 0.35, 0.38, -1.18, 0.71, -0.86, -0.78, -0.92, 0.96, -1.21, 1.01, -0.39, 0.38, 0.29, 0.24, 0.36, 0.39, 0.37, 0.39, 0.30, 0.22]}

***

[5]
{"formula": "C16H14ClN3O5S3", "method": "ωB97M-V/def2-TZVPD", "charge": 0, "relative_energy_kj_mol": 21.4, "e_homo_ev": -9.50, "smiles": "NS(=O)(=O)c1ccccc1NS(=O)(=O)c1ccc(OCc2cnc(Cl)s2)cc1", "energy_ha": -2813.2750, "symbols": ["O", "O", "O", "O", "Cl", "N", "O", "S", "C", "C", "C", "C", "C", "C", "C", "C", "C", "C", "C", "C", "C", "C", "C", "N", "N", "C", "S", "S", "H", "H", "H", "H", "H", "H", "H", "H", "H", "H", "H", "H", "H", "H"], "xyz": [[0.287, 1.788, 2.211], [-0.745, 3.301, 3.863], [-1.319, -2.648, 1.345], [0.210, -1.332, 2.764], [-0.978, 0.996, -6.341], [1.047, 1.988, -4.817], [3.420, -1.503, -3.110], [1.497, -0.484, -5.415], [0.544, 0.958, -5.467], [2.230, 1.623, -4.197], [2.652, 0.348, -4.393], [-4.717, -0.132, 2.403], [-4.616, 0.758, 3.486], [2.490, -0.334, -1.143], [1.844, -2.581, -1.729], [-3.596, -0.405, 1.611], [-3.405, 1.440, 3.706], [1.631, -0.394, -0.042], [0.979, -2.668, -0.627], [2.554, -1.425, -2.060], [-2.379, 0.182, 1.901], [-2.286, 1.132, 2.938], [0.839, -1.546, 0.168], [-0.133, 1.026, 4.461], [-1.309, -0.087, 1.060], [3.825, -0.337, -3.788], [-0.713, 1.951, 3.291], [-0.433, -1.522, 1.428], [2.777, 2.319, -3.536], [-5.674, -0.591, 2.183], [-5.481, 0.985, 4.139], [3.104, 0.582, -1.321], [1.907, -3.445, -2.415], [-3.714, -1.113, 0.745], [-3.315, 2.172, 4.512], [1.585, 0.471, 0.600], [0.332, -3.525, -0.454], [0.671, 1.530, 4.800], [0.159, 0.150, 4.002], [-0.682, 0.677, 0.958], [4.389, 0.312, -3.121], [4.522, -0.618, -4.599]], "forces_ev_per_angstrom": [[-2.0, 0.4, -0.2], [-1.3, -1.7, -1.0], [0.2, 0.3, -0.6], [-0.9, -0.2, -2.5], [1.1, 0.0, 0.6], [-0.6, -1.2, -0.6], [-0.2, -0.9, 0.0], [0.2, 0.4, 0.3], [0.6, 1.2, 0.6], [-0.1, 0.1, 0.1], [-0.7, 0.3, -0.3], [0.5, 0.4, 0.6], [0.2, 0.4, -0.2], [0.2, 0.1, -0.6], [-0.4, -0.9, -0.6], [-1.3, -0.9, -0.3], [-0.3, -0.3, 0.3], [0.1, -0.5, -0.8], [0.0, 0.7, -0.7], [0.2, 0.3, 1.8], [-0.5, 0.8, 0.3], [0.0, 0.3, -0.3], [-0.1, 0.9, 0.3], [-0.3, -1.4, 0.8], [0.8, -2.5, -1.1], [0.2, 0.3, -0.6], [2.7, 2.0, -0.2], [0.9, 0.9, 2.8], [-0.6, -0.2, -0.6], [0.1, -0.1, 0.0], [0.6, -0.2, -0.6], [-0.7, -0.9, 0.3], [0.1, 0.6, 0.5], [0.4, 0.9, 1.0], [0.0, -0.2, -0.3], [-0.2, 0.0, 0.3], [0.3, 0.0, -0.1], [0.3, 0.1, 0.4], [-0.1, 0.0, 0.4], [0.9, 0.7, 0.1], [-0.1, 0.3, 0.0], [-0.3, -0.4, 0.6]], "mulliken_charge": [-0.67, -0.67, -0.68, -0.77, -0.15, -0.52, -0.46, -0.11, 0.45, -0.49, 0.73, -0.49, -0.60, -0.29, -0.58, -0.16, -0.47, -0.61, -0.31, 0.41, -0.30, 0.18, -0.02, -0.56, -0.29, -0.78, 1.12, 1.61, 0.35, 0.39, 0.35, 0.18, 0.38, 0.39, 0.40, 0.48, 0.47, 0.32, 0.43, 0.58, 0.37, 0.35]}

***

[6]
{"formula": "C16H14HgN4O3S", "method": "ωB97M-V/def2-TZVPD", "charge": 2, "e_homo_ev": -14.02, "energy_ha": -1613.9102, "symbols": ["Hg", "O", "C", "O", "C", "O", "N", "C", "C", "H", "H", "H", "H", "C", "C", "H", "H", "H", "N", "C", "C", "C", "C", "C", "C", "N", "C", "C", "C", "S", "C", "N", "H", "H", "H", "H", "H", "H", "H"], "xyz": [[-0.001, 0.692, 0.000], [-0.988, 0.012, -2.278], [-0.550, -0.077, -3.444], [1.451, 1.431, -1.861], [1.312, 1.515, -3.086], [2.051, 2.353, -3.818], [0.470, 0.768, -3.914], [1.719, 2.178, -5.231], [0.823, 0.973, -5.326], [2.657, 2.060, -5.779], [1.188, 3.073, -5.576], [1.368, 0.104, -5.718], [-0.057, 1.144, -5.952], [-1.053, -1.035, -4.402], [-2.198, -1.715, -4.187], [-0.435, -1.182, -5.297], [-2.858, -1.501, -3.342], [-2.486, -2.485, -4.904], [-0.295, -1.260, 4.171], [-0.092, -0.056, 4.838], [-0.065, 0.291, 6.183], [0.183, 1.635, 6.515], [0.397, 2.601, 5.515], [0.366, 2.242, 4.164], [0.117, 0.904, 3.822], [0.034, 0.277, 2.595], [-0.210, -1.032, 2.825], [-0.358, -2.013, 1.767], [-0.614, -3.363, 1.854], [-0.703, -4.081, 0.277], [-0.403, -2.543, -0.426], [-0.250, -1.558, 0.464], [-0.483, -2.164, 4.602], [-0.234, -0.476, 6.943], [0.212, 1.945, 7.564], [0.588, 3.636, 5.796], [0.527, 2.949, 3.350], [-0.749, -3.872, 2.794], [-0.381, -2.369, -1.501]], "forces_ev_per_angstrom": [[0.5, -1.0, 0.2], [0.7, -0.1, -0.6], [0.1, 1.2, 1.2], [-0.8, 0.1, -0.3], [0.4, 0.4, 0.2], [-0.8, -1.2, 0.4], [-0.4, -0.3, 0.9], [0.4, 1.1, -0.4], [0.0, -0.9, -0.1], [-0.2, 0.1, 0.2], [0.4, -0.1, 0.3], [-0.2, 0.1, 0.1], [0.1, 0.0, 0.2], [-0.6, -0.8, -0.5], [0.6, 0.3, -0.4], [-0.5, -0.2, 0.4], [0.4, -0.1, -0.2], [-0.1, 0.3, 0.2], [0.0, -0.4, -0.7], [0.1, 0.5, -0.6], [0.0, 0.3, 0.7], [-0.2, -0.8, -0.2], [0.0, -0.3, -0.8], [0.0, -0.1, 0.0], [0.0, 0.2, 0.8], [-0.3, -1.3, -1.4], [0.2, 1.8, 1.2], [-0.2, -0.8, -0.8], [0.2, 1.0, -0.3], [0.2, 1.2, 0.6], [-0.1, 0.4, 1.0], [-0.2, -0.8, -1.0], [0.1, 0.5, -0.1], [0.1, 0.4, -0.2], [0.0, -0.2, -0.4], [-0.1, -0.3, -0.1], [0.0, 0.1, 0.4], [0.0, -0.5, -0.2], [0.0, -0.1, 0.4]], "mulliken_charge": [1.46, -0.71, 0.71, -0.64, 0.45, -0.31, 0.26, -0.43, -0.62, 0.33, 0.30, 0.36, 0.42, -0.17, -0.79, 0.31, 0.29, 0.30, 0.01, 0.71, -0.92, -0.46, -0.59, -0.72, 0.51, -0.27, 0.31, -0.05, -0.26, -0.01, 0.05, -0.31, 0.26, 0.37, 0.40, 0.40, 0.35, 0.38, 0.29]}